Record 1
Here is a 7-piece molecular cluster, C23H41N7O4PSSi overall at a distorted geometry from OMol25. Energies are from wB97M-V/def2-TZVPD.

Geometry as XYZ:
```
78
Properties=species:S:1:pos:R:3:forces:R:3
C -0.947 -3.913 2.532 0.44 0.35 -0.45
C -0.767 -2.337 2.606 0.09 -1.22 -0.76
C -1.041 -1.705 1.200 0.25 0.22 0.80
Si -0.276 0.036 0.956 -1.00 0.33 0.46
C -1.768 1.207 0.661 -1.64 1.74 -0.85
O -2.352 1.668 1.667 0.87 -0.66 0.88
O -2.168 1.468 -0.510 1.14 -0.93 -0.17
P 0.899 0.741 2.698 0.40 1.58 -2.82
C 0.718 2.584 2.876 -0.48 0.46 0.03
C 0.766 3.052 4.389 0.35 -0.08 -1.19
C 2.717 0.439 2.509 0.33 -0.15 -0.36
C 3.089 -0.945 1.900 0.81 0.25 0.34
S 1.057 -0.006 -0.834 0.87 -0.68 -1.34
C 0.193 0.462 -2.365 0.06 0.44 0.08
O 1.482 -1.407 -0.997 -0.31 0.25 -0.04
O 2.176 0.941 -0.703 -0.49 0.18 0.00
H -0.156 -4.439 3.095 -0.41 0.22 0.09
H -0.860 -4.267 1.477 0.08 0.40 1.15
H -1.939 -4.233 2.894 0.36 0.10 -0.06
H 0.261 -2.111 2.912 -0.28 -0.15 -0.02
H -1.433 -1.949 3.390 0.27 0.18 -0.35
H -0.690 -2.380 0.413 0.04 0.32 0.29
H -2.139 -1.637 1.097 0.46 0.24 -0.28
H -0.290 2.846 2.509 0.38 -0.42 -0.11
H 1.437 3.152 2.256 -0.17 -0.30 0.30
H 1.631 3.729 4.478 -0.26 -0.35 0.43
H -0.145 3.624 4.619 0.30 -0.30 0.10
H 0.853 2.170 5.037 0.01 0.51 0.11
H 3.155 1.229 1.878 -0.13 -0.23 0.22
H 3.215 0.503 3.502 -0.53 0.13 -0.24
H 4.017 -1.285 2.405 -0.44 -0.05 -0.16
H 2.333 -1.731 2.042 0.12 0.31 -0.15
H 3.364 -0.850 0.841 -0.54 -0.12 0.29
H -0.853 0.122 -2.334 0.42 0.18 0.08
H 0.238 1.561 -2.411 -0.31 -0.43 0.09
H 0.740 0.057 -3.230 -0.03 -0.14 0.49
C -3.340 -6.334 -0.369 0.16 0.37 0.40
C -2.621 -5.059 -0.275 -0.29 -0.21 -0.13
N -2.076 -4.050 -0.211 -0.43 -0.47 -0.72
H -4.079 -6.284 -1.162 0.16 0.08 0.26
H -2.641 -7.139 -0.586 -0.03 0.01 -0.07
H -3.843 -6.544 0.575 0.03 0.06 0.02
C 2.427 -1.801 5.967 -0.06 0.27 -0.32
C 1.471 -0.991 5.199 0.31 -0.01 -0.20
N 0.714 -0.370 4.568 -0.71 -1.88 4.33
H 3.349 -1.241 6.128 0.00 -0.06 0.00
H 1.998 -2.065 6.934 0.02 -0.01 -0.02
H 2.660 -2.716 5.421 0.01 0.03 0.00
C -4.819 -3.080 -3.159 -0.06 0.02 0.27
C -5.325 -3.307 -1.799 0.17 0.06 -0.27
N -5.712 -3.487 -0.735 -0.12 -0.14 -0.04
H -5.514 -2.449 -3.711 0.01 0.01 0.02
H -3.849 -2.587 -3.111 -0.01 -0.01 0.04
H -4.710 -4.032 -3.677 0.05 0.01 0.02
C 2.605 3.890 -2.232 0.25 0.16 0.07
C 3.412 5.053 -1.846 -0.20 -0.31 -0.08
N 4.050 5.962 -1.549 0.04 0.03 -0.07
H 2.412 3.929 -3.302 -0.10 0.03 0.06
H 3.143 2.970 -2.000 -0.11 -0.02 0.14
H 1.663 3.894 -1.687 0.03 -0.06 0.02
C 4.924 4.860 -5.557 -0.24 -0.02 0.07
C 3.460 4.760 -5.586 0.29 0.07 -0.11
N 2.315 4.686 -5.619 0.06 0.01 -0.03
H 5.245 5.287 -4.607 -0.03 -0.01 0.00
H 5.364 3.871 -5.670 -0.02 0.01 0.01
H 5.266 5.498 -6.370 -0.02 0.00 0.01
C -6.450 -6.566 -4.058 0.23 -0.05 0.14
C -5.220 -7.044 -3.414 -0.28 0.06 -0.21
N -4.258 -7.417 -2.912 -0.16 -0.22 -0.48
H -6.793 -5.655 -3.568 0.00 -0.03 0.03
H -6.260 -6.357 -5.109 0.01 -0.01 0.01
H -7.226 -7.325 -3.980 0.01 0.01 0.01
C 2.084 8.328 -0.401 -0.15 0.36 -0.01
C 1.705 9.748 -0.392 0.07 -0.35 0.03
N 1.412 10.857 -0.385 0.01 0.03 -0.01
H 2.479 8.055 -1.376 0.04 -0.02 0.04
H 2.846 8.143 0.353 0.02 -0.02 -0.05
H 1.213 7.711 -0.185 0.01 0.02 0.00
```
Forces are in eV/Å.

**Net charge**: -1
**HOMO-LUMO gap**: 0.1774 hartree
**Maximum force**: 4.8 eV/A

=====

Record 2
Here is one molecule with the formula C7H6N4O2 at a distorted geometry from OMol25. Energies are from wB97M-V/def2-TZVPD.

Geometry as XYZ:
```
19
Properties=species:S:1:pos:R:3:forces:R:3
C -1.676 0.154 -1.813 1.20 -0.19 -0.05
C -2.500 0.170 -0.678 0.23 0.21 -0.60
C -0.316 0.060 -1.633 2.24 -0.73 0.70
C -1.958 -0.001 0.558 -2.16 -0.16 0.49
C 0.290 0.119 -0.338 -1.78 -0.65 1.22
C -0.617 -0.012 0.787 4.24 0.79 -0.33
C 1.695 0.055 -0.057 -1.52 -0.45 -0.01
N 2.195 -0.017 1.167 1.47 0.08 -2.89
N -0.042 -0.033 2.057 0.22 -0.13 -0.55
N 1.427 0.003 2.176 -4.04 0.13 0.19
N 2.532 -0.011 -1.100 1.08 -0.12 -0.83
O -0.701 -0.057 3.122 0.36 0.00 -0.12
O 1.842 0.054 3.284 0.56 -0.05 2.17
H -2.026 0.113 -2.818 -0.58 0.03 -0.43
H -3.572 0.297 -0.751 0.02 -0.24 -0.18
H 0.481 -0.286 -2.353 -1.87 0.93 -0.23
H -2.670 -0.180 1.332 0.03 0.23 0.87
H 2.118 -0.143 -2.028 0.88 0.12 0.87
H 3.498 -0.283 -0.917 -0.60 0.20 -0.29
```
Forces are in eV/Å.

**HOMO-LUMO gap (alpha / beta)**: 0.2483 / 0.2535 hartree
**Maximum force**: 4.3 eV/A
**Energy relative to the best compared isomer or geometry (same formula, charge and spin)**: 84.1 kcal per mole

=====

Record 3
Here is C22H27BBrN9OSbSe4Ta as an isolated structure at a distorted geometry from OMol25. Energies are from wB97M-V/def2-TZVPD.

Geometry as XYZ:
```
67
Properties=species:S:1:pos:R:3:forces:R:3
Ta -0.635 -0.223 0.691 -2.45 -3.84 -0.96
C 2.172 -2.692 0.840 -0.04 0.06 0.04
C 1.837 -1.325 1.305 0.42 -0.16 -0.12
C 1.942 -0.801 2.616 -0.09 0.78 -0.47
C 1.307 0.417 2.545 2.16 -0.86 1.66
N 0.944 0.636 1.271 6.00 2.63 3.25
N 1.245 -0.408 0.491 6.23 -2.47 -0.78
B 0.058 1.761 0.888 2.24 7.46 -0.65
N -1.217 1.398 1.573 -2.16 4.82 3.67
C -1.478 1.519 2.894 -1.43 0.14 1.42
C -2.720 0.982 3.141 0.41 0.48 -0.30
C -3.179 0.513 1.890 0.33 0.25 -0.36
C -4.398 -0.248 1.541 -0.05 0.18 -0.02
N -2.250 0.804 0.942 -5.88 1.87 0.99
N -0.170 1.644 -0.592 0.40 1.19 -1.25
C -0.087 2.598 -1.533 -0.10 0.19 -0.35
C -0.603 2.084 -2.709 0.02 -0.06 0.10
C -1.005 0.779 -2.422 0.10 -0.17 0.55
C -1.745 -0.220 -3.242 0.06 0.15 -0.12
N -0.700 0.520 -1.131 -0.57 0.98 -3.78
N 0.625 3.074 1.294 -0.38 -0.94 -0.06
C 0.154 4.185 1.935 -0.07 0.25 0.12
C 1.148 5.116 1.903 0.04 -0.13 -0.06
C 2.227 4.502 1.191 -0.68 -0.27 0.01
C 3.530 5.099 0.830 0.25 0.31 0.22
N 1.890 3.272 0.835 0.57 0.27 -0.05
H 3.187 -2.710 0.434 0.02 0.05 -0.02
H 1.497 -3.015 0.049 0.05 0.10 -0.07
H 2.140 -3.387 1.677 0.06 0.03 0.02
H 2.309 -1.303 3.495 0.15 0.03 -0.02
H 1.101 1.127 3.325 0.15 0.14 0.00
H -0.788 1.978 3.580 0.02 0.10 -0.03
H -3.201 0.877 4.099 -0.08 0.09 -0.01
H -5.233 0.453 1.454 -0.02 -0.01 0.01
H -4.660 -0.965 2.317 0.05 0.02 0.04
H -4.288 -0.750 0.581 0.01 0.01 0.01
H 0.326 3.570 -1.315 0.01 -0.03 0.09
H -0.690 2.603 -3.647 -0.01 -0.01 -0.02
H -1.076 -0.847 -3.833 0.08 0.01 0.06
H -2.416 0.295 -3.926 0.03 0.00 -0.02
H -2.343 -0.851 -2.588 -0.02 -0.06 -0.08
H -0.838 4.232 2.358 0.00 0.04 -0.04
H 1.119 6.104 2.330 0.02 0.03 -0.02
H 3.383 6.075 0.366 -0.01 -0.09 -0.13
H 4.095 4.450 0.167 0.01 0.01 0.00
H 4.114 5.298 1.731 0.05 -0.13 -0.04
C -1.051 -2.263 2.970 -0.05 -0.13 0.13
O -0.799 -1.044 2.303 -0.34 -1.71 2.60
H -0.591 -3.077 2.400 0.00 0.01 0.08
H -2.127 -2.442 3.024 0.01 0.07 0.08
H -0.630 -2.247 3.973 -0.02 0.08 0.01
Br 3.292 -3.170 -6.246 -0.30 0.16 0.48
C 2.404 -2.671 -4.644 0.31 -0.31 -0.65
C 2.804 -1.540 -3.951 -0.05 0.16 0.16
C 2.136 -1.221 -2.777 0.07 0.02 -0.24
N 1.136 -1.947 -2.280 0.07 0.11 0.36
C 0.796 -3.039 -2.953 0.18 -0.11 -0.23
C 1.372 -3.451 -4.143 -0.05 0.16 0.20
H 3.610 -0.914 -4.306 0.02 -0.05 -0.04
H 2.436 -0.343 -2.212 -0.05 0.02 0.00
H 0.045 -3.668 -2.502 -0.18 -0.04 0.03
H 1.019 -4.348 -4.632 0.15 0.00 -0.10
Se -1.410 -5.916 -1.667 1.43 -1.64 0.99
Sb -2.442 -3.868 -0.925 -1.73 -1.45 0.03
Se -4.554 -4.422 0.182 -0.19 0.05 0.14
Se -2.598 -4.663 -3.199 -0.96 0.81 -2.04
Se -1.479 -1.966 -0.053 -4.23 -9.68 -4.41
```
Forces are in eV/Å.

**Net charge**: +3
**2S+1**: 2
**HOMO-LUMO gap (alpha / beta)**: 0.1948 / 0.1671 hartree
**Maximum force**: 11.4 eV/A

=====

Record 4
Here is a 5-piece molecular cluster, C5H20O5 overall at a distorted geometry from OMol25. Energies are from wB97M-V/def2-TZVPD.

Geometry as XYZ:
```
30
Properties=species:S:1:pos:R:3:forces:R:3
C -0.044 0.041 1.658 0.22 0.42 -1.55
O 0.439 0.620 0.389 0.21 -0.77 1.20
H -0.319 -1.011 1.576 -0.33 -0.02 -0.46
H 0.786 0.003 2.364 -0.10 0.75 -0.05
H -0.901 0.651 1.940 0.17 -0.23 0.69
H -0.291 0.697 -0.230 -0.16 -0.12 0.14
C -3.148 1.864 -4.845 0.42 -1.11 0.49
O -3.298 2.141 -3.446 0.32 0.68 -0.48
H -2.648 0.901 -4.945 -0.34 -0.49 -0.12
H -4.103 1.842 -5.371 0.08 0.21 -0.08
H -2.409 2.493 -5.341 -0.46 0.79 0.47
H -3.939 1.543 -3.055 -0.02 -0.09 -0.26
C 4.364 -1.084 7.932 0.33 -0.01 -0.45
O 4.190 -0.106 8.935 0.07 0.05 0.10
H 4.960 -0.692 7.107 0.03 0.10 -0.19
H 4.944 -1.924 8.313 -0.32 0.00 0.29
H 3.406 -1.408 7.526 -0.04 -0.27 0.05
H 3.981 0.708 8.472 -0.06 0.13 0.21
C 3.035 4.216 -3.021 -0.73 -0.39 0.07
O 3.690 3.884 -1.802 0.28 0.42 -0.22
H 3.491 3.722 -3.878 0.13 -0.16 0.08
H 1.992 3.907 -2.953 -0.10 -0.11 -0.26
H 2.995 5.281 -3.251 0.41 0.18 0.45
H 3.102 3.353 -1.260 0.00 0.04 -0.11
C -3.704 -5.083 -2.170 -1.41 1.17 -0.37
O -4.499 -6.195 -1.890 0.31 -1.80 0.49
H -4.051 -4.650 -3.108 0.53 0.09 -0.44
H -3.930 -4.304 -1.442 0.59 0.18 0.34
H -2.643 -5.328 -2.212 -0.28 -0.20 0.12
H -5.446 -6.081 -1.996 0.25 0.57 -0.15
```
Forces are in eV/Å.

**SMILES**: CO.CO.CO.CO.CO
**HOMO-LUMO gap**: 0.3879 hartree
**Maximum force**: 1.9 eV/A
**Energy relative to the best compared isomer or geometry (same formula, charge and spin)**: 62.9 kcal per mole

=====

no.,electronic energy (hartree)
1,-2614.17594
2,-639.66653
3,-13923.26559
4,-578.56651